This record from the OMol25 dataset describes a molecular structure, C21H35AsBMnO10P2. The level of theory is ωB97M-V/def2-TZVPD.

Positions of all 71 atoms, in Å:
Mn (-0.48924, 1.46635, -0.42828)
C (-1.07707, 3.09987, 0.82709)
C (0.30041, 2.77928, 1.04107)
C (0.35333, 1.46305, 1.57997)
C (-0.98457, 0.97377, 1.68943)
C (-1.85577, 1.99446, 1.24244)
C (-3.34762, 1.93872, 1.16335)
C (-1.36238, -0.36984, 2.23919)
C (1.56577, 0.80505, 2.16502)
C (1.47522, 3.68997, 0.85365)
C (-1.63547, 4.38919, 0.31248)
H (-3.68439, 2.12686, 0.14309)
H (-3.79646, 2.68441, 1.82703)
H (-3.72627, 0.95957, 1.45290)
H (-0.78751, -1.16923, 1.77083)
H (-2.41565, -0.58705, 2.06371)
H (-1.18808, -0.42574, 3.31892)
H (1.35799, -0.23531, 2.41593)
H (1.86964, 1.30852, 3.08924)
H (2.42293, 0.82114, 1.48941)
H (2.38583, 3.11509, 0.67907)
H (1.64424, 4.32791, 1.72853)
H (1.34299, 4.34691, -0.00907)
H (-2.38818, 4.21592, -0.45858)
H (-0.85414, 5.01845, -0.11886)
H (-2.11161, 4.96663, 1.11184)
C (3.48435, -1.57383, -0.55285)
C (2.51473, -1.73113, -1.71721)
O (3.26089, -2.28626, -2.79764)
P (1.86626, 0.01636, -2.18640)
O (1.68627, -0.44559, -3.81028)
O (-0.29421, 2.62580, -2.09401)
O (0.39486, 0.00001, -1.64653)
P (1.16183, -2.89897, -1.27449)
O (-0.13600, -2.41078, -1.99690)
O (1.46120, -4.33132, -1.39997)
O (0.87147, -2.52310, 0.29252)
H (4.35857, -1.03304, -0.91832)
H (3.80396, -2.54202, -0.16327)
H (3.03433, -1.00116, 0.25926)
H (2.81388, -2.00875, -3.60952)
H (1.74151, 0.33163, -4.37176)
H (-0.04943, 3.54712, -1.98742)
H (-0.16701, -1.38711, -1.92612)
C (-1.02756, 1.36078, -4.44273)
As (-2.13017, 1.96219, -2.97506)
C (-2.61328, 3.82957, -3.24599)
C (-3.83338, 1.24702, -3.66582)
O (-2.18700, 1.15361, -1.49897)
H (-1.57358, 1.49891, -5.37641)
H (-0.84637, 0.30062, -4.27463)
H (-0.09006, 1.90749, -4.43788)
H (-2.95404, 3.93269, -4.27724)
H (-1.78062, 4.49875, -3.05507)
H (-3.44316, 4.07202, -2.58231)
H (-4.07324, 1.63970, -4.65651)
H (-4.63178, 1.50469, -2.96937)
H (-3.75857, 0.16087, -3.71264)
O (2.35337, -3.65982, 1.86100)
B (1.09521, -3.29939, 1.36845)
O (0.08150, -3.76659, 2.20992)
C (0.72904, -4.42686, 3.21847)
C (0.19053, -5.07423, 4.30449)
C (1.09035, -5.67211, 5.18888)
C (2.46148, -5.61218, 4.97494)
C (2.99623, -4.95114, 3.86760)
C (2.10104, -4.36566, 3.00476)
H (-0.87907, -5.11362, 4.45767)
H (0.70997, -6.19312, 6.05780)
H (3.13066, -6.08779, 5.68008)
H (4.06111, -4.89818, 3.68809)

As for the expectation value of S²: 0.776. As for the HOMO-LUMO gap (spin up / spin down): 7.12 / 6.69 eV. Its total charge is -1. As for the lowest unoccupied orbital energy (spin up / spin down): 2.64 / 2.64 eV. The spin multiplicity is 2.

Atom charges from the Mulliken analysis, given in e for atoms 1 to 5: number 1, Mn, carries 0.126; number 2, C, carries 0.680; number 3, C, carries 1.342; number 4, C, carries 0.438; number 5, C, carries 1.170



This record from the OMol25 dataset describes a molecular structure, C24H37N3P2RhS. The level of theory is ωB97M-V/def2-TZVPD.

Positions of all 68 atoms, in Å:
C (-1.97570, 3.15824, -3.79073)
C (-1.60180, 1.99504, -3.09463)
C (-0.21910, 1.71634, -2.89963)
C (0.75110, 2.58864, -3.46393)
C (0.34510, 3.71604, -4.18693)
C (-1.01700, 4.01754, -4.34203)
C (2.20200, 2.25454, -3.19093)
C (2.41440, 0.75834, -3.24653)
C (1.37920, -0.03276, -2.69433)
C (1.51370, -1.44796, -2.66133)
C (2.70590, -2.03126, -3.12053)
C (3.73740, -1.24516, -3.65433)
C (3.57840, 0.14704, -3.72963)
H (-3.04320, 3.36974, -3.92703)
H (1.10730, 4.37664, -4.61723)
H (-1.32820, 4.90954, -4.89523)
H (2.87540, 2.78794, -3.88253)
H (2.81120, -3.12246, -3.08893)
H (4.65530, -1.71716, -4.01933)
H (4.37720, 0.77044, -4.14883)
N (0.20840, 0.56924, -2.20233)
Rh (-0.28840, 0.22184, -0.20303)
C (-2.64510, 1.04714, -2.56293)
H (-2.45690, 0.01704, -2.92283)
H (-3.65970, 1.35614, -2.87023)
C (0.35200, -2.29276, -2.20503)
H (-0.54540, -2.05396, -2.80853)
H (0.57220, -3.36966, -2.31453)
P (-2.50090, 0.95204, -0.71113)
P (-0.17920, -1.95956, -0.45443)
C (1.03080, -2.86856, 0.59077)
H (0.72270, -2.80076, 1.64707)
H (1.09810, -3.92816, 0.28797)
H (2.01040, -2.37776, 0.47697)
C (-1.71240, -2.97426, -0.28183)
H (-1.48570, -4.05036, -0.38453)
H (-2.16630, -2.78556, 0.70477)
H (-2.42850, -2.67876, -1.06543)
C (-2.92820, 2.67394, -0.18633)
H (-3.81850, 3.05224, -0.71943)
H (-3.11510, 2.68684, 0.90037)
H (-2.06940, 3.32904, -0.40893)
C (-3.99330, 0.00424, -0.17203)
H (-3.94150, -0.15716, 0.91777)
H (-4.92210, 0.54724, -0.42033)
H (-4.00420, -0.97936, -0.66793)
H (2.45360, 2.60074, -2.16273)
H (1.30070, -0.10196, -0.00373)
C (2.01130, 1.84104, 5.15457)
C (0.85500, 0.96504, 4.69487)
N (1.14810, 0.31934, 3.42457)
C (0.20400, -0.63246, 2.93787)
S (-1.02130, -0.03776, 2.05397)
N (-0.07320, -1.83436, 3.66587)
C (0.76690, -2.38216, 4.71067)
C (-0.05320, -2.56416, 5.98707)
H (2.91930, 1.22054, 5.31147)
H (1.74140, 2.33154, 6.11577)
H (2.22330, 2.62874, 4.40277)
H (0.64470, 0.22344, 5.48547)
H (-0.04860, 1.60444, 4.57977)
H (1.42810, 1.00864, 2.70837)
H (-0.90950, -2.38076, 3.40447)
H (1.14210, -3.37556, 4.38647)
H (1.64770, -1.73826, 4.90877)
H (-0.90310, -3.25606, 5.79807)
H (0.58330, -2.99516, 6.78777)
H (-0.46270, -1.59416, 6.33847)

As for the expectation value of S²: 6.045. As for the HOMO-LUMO gap (spin up / spin down): 6.00 / 5.58 eV. Its total charge is +1. As for the lowest unoccupied orbital energy (spin up / spin down): -2.11 / -5.60 eV. The spin multiplicity is 5.

Atom charges from the Mulliken analysis, given in e for atoms 1 to 5: number 1, C, carries -0.870; number 2, C, carries 0.892; number 3, C, carries 0.270; number 4, C, carries 0.567; number 5, C, carries -0.886



This record from the OMol25 dataset describes a molecular structure, C41H42F2MnN6O2S7. The level of theory is ωB97M-V/def2-TZVPD.

Positions of all 101 atoms, in Å:
Mn (0.62140, -0.37810, 0.06056)
F (3.46335, -1.03023, 4.58981)
C (3.47187, -0.67108, 3.29975)
C (2.30350, -0.73953, 2.56867)
C (2.28175, -0.42369, 1.21544)
C (3.48877, 0.03535, 0.63504)
C (4.64106, 0.10785, 1.41438)
F (5.81038, 0.52764, 0.88095)
C (4.66467, -0.25222, 2.74202)
C (3.41054, 0.36120, -0.78232)
C (4.45972, 0.76292, -1.60714)
C (4.22066, 1.00721, -2.94729)
C (2.93662, 0.84736, -3.44408)
C (1.93927, 0.46385, -2.56823)
N (2.16452, 0.22685, -1.27919)
H (1.40919, -1.06785, 3.06984)
H (5.57524, -0.20933, 3.32099)
H (5.45260, 0.87746, -1.20773)
H (5.02763, 1.31726, -3.59698)
H (2.70303, 1.01458, -4.48376)
H (0.91754, 0.35085, -2.90787)
C (-3.03038, -0.73278, 0.55725)
C (-2.41926, -1.69018, -0.39439)
N (-1.14689, -1.86212, -0.54609)
C (-0.85746, -2.84369, -1.44935)
C (-1.94269, -3.41072, -2.03860)
S (-3.38162, -2.71822, -1.41285)
C (0.52291, -3.26318, -1.55936)
C (0.95877, -4.42198, -2.12066)
S (2.62847, -4.62314, -1.82647)
C (2.64405, -3.12126, -0.95029)
N (1.49189, -2.52572, -0.91780)
C (3.91697, -2.68095, -0.31979)
H (-2.21862, -0.30522, 1.13894)
H (-3.74046, -1.23471, 1.21505)
H (-3.53901, 0.06953, 0.02256)
H (-1.98202, -4.18645, -2.78283)
H (0.40015, -5.17404, -2.64806)
H (4.64232, -3.49156, -0.34811)
H (3.72902, -2.39545, 0.71421)
H (4.33130, -1.81925, -0.84312)
C (-1.64863, 3.23146, 3.06374)
C (-1.03379, 2.05540, 3.83661)
C (-1.99179, 1.62553, 4.94166)
C (0.31389, 2.44433, 4.44470)
N (-0.83070, 0.85930, 2.99979)
N (-0.08281, 1.08170, 1.81160)
H (-1.96097, 4.00711, 3.76321)
H (-2.53262, 2.90398, 2.51073)
H (-0.94806, 3.68023, 2.35899)
H (-2.10456, 2.41905, 5.67858)
H (-1.60862, 0.74453, 5.45193)
H (-2.97671, 1.39381, 4.53057)
H (0.17616, 3.26083, 5.15223)
H (1.02074, 2.77595, 3.68071)
H (0.73555, 1.58838, 4.97212)
H (-1.73172, 0.46483, 2.75973)
H (0.83042, 1.39144, 2.13210)
H (-0.48153, 1.85797, 1.27392)
C (-1.10082, -6.33406, 1.91938)
S (-2.52052, -5.25231, 2.26539)
C (-1.84926, -4.13317, 3.44056)
C (-0.83116, -3.25875, 3.21471)
S (0.10731, -3.16416, 1.78261)
S (-0.46684, -2.23821, 4.61568)
C (-1.69019, -2.82186, 5.69048)
S (-1.90910, -2.23245, 7.20691)
S (-2.63416, -4.10037, 5.00635)
H (-1.46794, -7.10276, 1.24191)
H (-0.75271, -6.78723, 2.84427)
H (-0.31368, -5.75008, 1.45045)
C (-1.30414, 4.15505, -4.40054)
O (-1.79414, 2.92981, -3.90321)
C (-1.20880, 1.78091, -4.31481)
C (-0.19635, 1.74251, -5.26325)
C (0.28274, 0.53395, -5.75272)
C (-0.24950, -0.65487, -5.29092)
C (-1.23915, -0.63205, -4.32200)
C (-1.72908, 0.56573, -3.80148)
N (-2.78450, 0.49878, -2.89092)
C (-3.19006, 1.43242, -1.96000)
C (-2.33599, 2.31353, -1.26615)
C (-2.83615, 3.54217, -0.78480)
C (-2.00619, 4.51852, -0.27683)
C (-0.63253, 4.29639, -0.22900)
C (-0.12349, 3.04801, -0.55684)
C (-0.95258, 1.99935, -0.99519)
O (-0.50361, 0.76981, -1.08340)
H (-1.93723, 4.92327, -3.96295)
H (-1.37047, 4.20433, -5.49158)
H (-0.26928, 4.32375, -4.08803)
H (0.19924, 2.66523, -5.66297)
H (1.05297, 0.53798, -6.51262)
H (0.09915, -1.59980, -5.68559)
H (-1.65931, -1.56313, -3.96089)
H (-3.39026, -0.29533, -3.02334)
H (-4.26402, 1.54025, -1.84888)
H (-3.89864, 3.73320, -0.88669)
H (-2.41452, 5.46001, 0.06653)
H (0.03288, 5.08771, 0.09309)
H (0.93711, 2.83487, -0.44866)

As for the expectation value of S²: 0.787. As for the HOMO-LUMO gap (spin up / spin down): 5.05 / 5.55 eV. As for the lowest unoccupied orbital energy (spin up / spin down): -0.90 / -0.88 eV. The spin multiplicity is 2.

Atom charges from the Mulliken analysis, given in e for atoms 1 to 5: number 1, Mn, carries -0.649; number 2, F, carries -0.349; number 3, C, carries 0.335; number 4, C, carries 0.070; number 5, C, carries 0.970